[1]
Molecular formula: C5H31NO11
Method: DFT, ωB97M-V/def2-TZVPD

The gap between HOMO and LUMO is 10.5 eV. As for the relative energy (zero: lowest compared OMol25 entry of this formula, charge and spin): 239.1 kJ/mol. The highest occupied orbital energy is -10.377 eV. The SMILES is CC(C)[C@H](N)C=O.O.O.O.O.O.O.O.O.O.O. Its largest force on an atom is 1.6 eV/A.

Geometry (Å):
C  2.645  -1.750  -0.291
C  2.118  -0.470  0.353
C  2.597  0.884  -0.204
C  0.578  -0.533  0.307
N  -0.027  -0.450  -1.045
C  -0.151  0.506  1.117
O  -1.180  0.210  1.699
H  3.721  -1.824  -0.450
H  2.363  -2.538  0.417
H  2.227  -2.158  -1.220
H  2.444  -0.514  1.392
H  3.508  0.820  -0.774
H  2.670  1.608  0.610
H  1.829  1.356  -0.821
H  0.270  -1.508  0.701
H  -0.229  0.528  -1.234
H  0.650  -0.774  -1.732
H  0.390  1.449  1.265
O  0.038  -1.751  3.626
H  -0.192  -1.227  2.839
H  -0.790  -2.140  3.932
O  -2.079  -2.590  1.594
H  -3.025  -2.450  1.674
H  -1.619  -1.742  1.554
O  1.883  0.403  3.908
H  1.426  -0.456  4.025
H  1.142  0.986  4.133
O  -2.619  2.929  1.286
H  -2.094  3.682  1.010
H  -2.000  2.463  1.864
O  -0.166  1.508  -3.414
H  -0.084  1.309  -4.340
H  -1.112  1.640  -3.318
O  3.714  -0.319  -2.985
H  3.882  -0.013  -2.095
H  3.233  -1.139  -2.911
O  -2.368  -1.772  -2.144
H  -2.489  -2.715  -1.953
H  -1.553  -1.584  -1.633
O  -2.839  1.800  -1.233
H  -3.161  0.876  -1.303
H  -3.042  1.884  -0.281
O  -0.326  2.522  -0.769
H  -1.308  2.510  -0.818
H  -0.075  2.852  -1.631
O  -3.267  -0.613  -0.051
H  -3.187  -1.103  -0.889
H  -2.345  -0.592  0.233

[2]
Molecular formula: C27H27O8S2
Method: DFT, ωB97M-V/def2-TZVPD

Its net charge is -1. The gap between HOMO and LUMO is 6.5 eV. As for the relative energy (zero: lowest compared OMol25 entry of this formula, charge and spin): 213.3 kJ/mol. The highest occupied orbital energy is -4.006 eV. The SMILES is CCOC(=O)C(CC(S(=O)(=O)c1ccccc1)=[S@](=O)([O-])c1ccccc1)(C(=O)OCC)c1ccccc1. Its largest force on an atom is 3.9 eV/A.

Geometry (Å):
C  5.031  0.342  1.052
C  3.558  0.613  1.037
O  2.877  -0.550  0.531
C  1.553  -0.486  0.531
O  0.938  0.501  0.937
C  0.801  -1.612  -0.213
C  -0.236  -0.760  -1.545
C  -1.242  0.206  -1.691
S  -1.163  1.904  -2.390
O  -0.400  1.887  -3.629
O  -2.503  2.445  -2.344
C  -0.360  2.934  -1.141
C  -1.109  3.605  -0.169
C  -0.428  4.212  0.889
C  0.966  4.245  0.892
C  1.689  3.656  -0.145
C  1.025  3.015  -1.189
S  -3.017  -0.165  -1.605
O  -3.124  -1.478  -1.039
O  -3.570  0.091  -2.921
C  -3.781  0.981  -0.447
C  -4.867  1.798  -0.785
C  -5.413  2.661  0.173
C  -4.883  2.707  1.469
C  -3.831  1.849  1.815
C  -3.303  0.970  0.862
C  1.751  -2.737  -0.763
O  1.302  -3.787  -1.232
O  3.072  -2.540  -0.849
C  3.799  -3.784  -1.234
C  5.265  -3.456  -1.202
C  -0.228  -2.268  0.635
C  -0.814  -3.481  0.250
C  -1.965  -3.960  0.862
C  -2.574  -3.224  1.875
C  -1.960  -2.056  2.325
C  -0.786  -1.594  1.727
H  5.500  1.276  1.360
H  5.325  -0.425  1.771
H  5.419  0.091  0.062
H  3.162  0.830  2.034
H  3.315  1.416  0.342
H  0.782  -0.322  -1.566
H  -0.537  -1.794  -1.895
H  -2.197  3.618  -0.231
H  -0.992  4.642  1.716
H  1.497  4.719  1.712
H  2.777  3.665  -0.158
H  1.546  2.564  -2.034
H  -5.280  1.760  -1.789
H  -6.254  3.314  -0.092
H  -5.287  3.401  2.209
H  -3.418  1.857  2.830
H  -2.509  0.272  1.126
H  3.541  -4.589  -0.525
H  3.447  -4.039  -2.241
H  5.820  -4.328  -1.543
H  5.506  -2.631  -1.870
H  5.611  -3.227  -0.193
H  -0.330  -4.114  -0.495
H  -2.371  -4.908  0.537
H  -3.522  -3.537  2.317
H  -2.356  -1.469  3.149
H  -0.267  -0.723  2.143

[3]
Molecular formula: C37H28BrIrN6O5
Method: DFT, ωB97M-V/def2-TZVPD

The multiplicity is 2. Its net charge is +1. The gap between HOMO and LUMO (spin up / spin down) is 6.2 / 4.6 eV. As for the relative energy (zero: lowest compared OMol25 entry of this formula, charge and spin): 169.5 kJ/mol. The highest occupied orbital energy (spin up / spin down) is -9.854 / -9.852 eV. The expectation value of S² is 0.803. Its largest force on an atom is 1.2 eV/A.

Geometry (Å):
Ir  -0.559  0.989  -0.140
C  -2.983  -0.380  2.092
C  -1.848  0.370  2.706
C  -1.712  0.371  4.096
C  -0.755  1.143  4.705
C  0.016  1.992  3.919
C  -0.154  1.963  2.556
N  -1.017  1.103  1.948
C  0.563  2.905  1.665
C  1.274  4.024  2.066
C  1.898  4.791  1.094
C  1.816  4.429  -0.242
C  1.079  3.308  -0.580
N  0.464  2.616  0.368
C  0.908  2.741  -1.933
C  1.501  3.335  -3.023
C  1.352  2.758  -4.273
C  0.616  1.606  -4.377
C  0.022  1.034  -3.251
C  -0.758  -0.224  -3.416
N  0.161  1.600  -2.037
H  -3.799  -0.440  2.812
H  -2.667  -1.386  1.834
H  -3.345  0.129  1.204
H  -2.381  -0.249  4.676
H  -0.630  1.125  5.780
H  0.738  2.659  4.366
H  1.335  4.300  3.108
H  2.457  5.671  1.378
H  2.321  5.017  -0.993
H  2.080  4.237  -2.903
H  1.812  3.204  -5.144
H  0.483  1.116  -5.331
H  -0.693  -0.563  -4.448
H  -1.805  -0.049  -3.180
H  -0.351  -0.996  -2.765
O  0.059  -3.883  -1.826
C  0.767  -4.076  -0.723
C  1.787  -5.041  -0.767
C  2.564  -5.343  0.353
C  2.376  -4.657  1.521
C  1.395  -3.616  1.592
C  0.536  -3.385  0.460
C  -0.440  -2.264  0.593
O  -0.571  -1.694  1.690
N  -1.025  -1.957  -0.560
N  -1.634  -0.705  -0.606
C  -2.812  -0.667  -1.105
C  -3.620  0.500  -1.353
C  -4.851  0.282  -2.012
C  -5.727  1.302  -2.266
C  -5.388  2.596  -1.843
C  -4.204  2.840  -1.194
C  -3.282  1.809  -0.935
O  -2.175  2.139  -0.297
H  -0.543  -3.097  -1.612
H  1.947  -5.554  -1.707
H  3.315  -6.120  0.288
H  2.986  -4.856  2.391
H  0.893  -3.489  2.548
H  -3.249  -1.629  -1.365
H  -5.096  -0.730  -2.315
H  -6.661  1.113  -2.775
H  -6.070  3.417  -2.029
H  -3.939  3.837  -0.863
Br  6.717  -2.898  0.631
C  4.979  -2.402  1.086
C  4.565  -2.515  2.445
N  3.345  -2.298  2.826
C  2.406  -1.958  1.854
C  2.842  -1.564  0.545
C  4.117  -1.870  0.140
C  1.890  -0.850  -0.378
O  1.787  -1.219  -1.533
O  1.308  0.148  0.207
H  5.291  -2.796  3.201
H  1.538  -1.425  2.234
H  4.438  -1.673  -0.874

Q: Among the records above, which one has the highest relative energy (zero: lowest compared OMol25 entry of this formula, charge and spin)?
A: C5H31NO11

Q: Number 3 is which compound?
A: C37H28BrIrN6O5